Record 1
The following is a DFT calculation (ωB97M-V/def2-TZVPD) of C20H26InN4O3 as an isolated structure.

```
54
Properties=species:S:1:pos:R:3:lowdin_charge:R:1
In 0.429 0.324 -0.874 1.082
O -3.996 -0.110 -1.942 0.056
C -4.300 -0.995 -0.949 -0.245
C -5.633 -1.317 -0.705 -0.016
C -5.977 -2.189 0.308 -0.063
C -4.988 -2.763 1.099 -0.072
C -3.667 -2.457 0.851 -0.022
C -3.287 -1.571 -0.167 -0.085
C -1.833 -1.321 -0.369 -0.422
O -1.448 -0.514 -1.330 -0.107
N -1.012 -1.937 0.450 0.091
N 0.280 -1.584 0.119 -0.075
C 1.292 -2.296 0.436 -0.025
C 2.615 -2.016 -0.115 -0.164
C 3.717 -2.622 0.509 -0.037
C 4.997 -2.471 0.026 -0.073
C 5.192 -1.737 -1.144 -0.058
C 4.126 -1.134 -1.782 -0.025
C 2.827 -1.233 -1.278 -0.354
O 1.842 -0.621 -1.974 -0.159
H -4.802 0.089 -2.429 0.116
H -6.403 -0.874 -1.328 0.120
H -7.020 -2.421 0.482 0.114
H -5.249 -3.450 1.892 0.108
H -2.882 -2.911 1.439 0.110
H 1.138 -3.199 1.026 0.147
H 3.541 -3.218 1.398 0.120
H 5.835 -2.928 0.535 0.109
H 6.187 -1.643 -1.562 0.114
H 4.265 -0.568 -2.695 0.125
C 2.547 2.605 -0.896 -0.049
N 2.028 1.757 0.202 -0.303
C 3.179 1.106 0.871 -0.039
C 1.294 2.543 1.204 -0.175
C -0.014 3.045 0.647 -0.180
N -0.881 1.926 0.254 -0.304
C -1.954 2.409 -0.651 -0.041
C -1.493 1.307 1.455 -0.030
H 3.250 3.348 -0.511 0.113
H 1.741 3.124 -1.414 0.088
H 3.061 1.970 -1.617 0.096
H 3.769 1.867 1.392 0.111
H 3.807 0.606 0.144 0.083
H 2.826 0.373 1.594 0.103
H 1.896 3.393 1.541 0.146
H 1.126 1.900 2.068 0.126
H 0.157 3.662 -0.234 0.118
H -0.514 3.678 1.386 0.144
H -2.579 3.141 -0.132 0.112
H -2.562 1.574 -0.983 0.071
H -1.508 2.884 -1.526 0.103
H -1.966 2.086 2.060 0.113
H -0.748 0.791 2.057 0.096
H -2.249 0.589 1.160 0.087
```

total energy	-1412.3818	hartree
ΔE to the lowest compared entry with this formula, charge and spin	106.35	kJ/mol
gap between HOMO and LUMO	7.3	eV
HOMO level	-10.81	eV
strongest force on any atom	0.0139	hartree/bohr
charge	+1
spin multiplicity	1

=====

Record 2
The following is a DFT calculation (ωB97M-V/def2-TZVPD) of C20H26N2O2SiTi as an isolated structure.

```
52
Properties=species:S:1:pos:R:3:lowdin_charge:R:1
C 1.725 1.743 3.215 -0.223
C 1.627 0.459 2.564 -0.207
C 2.250 0.567 1.270 -0.193
H 1.260 -0.456 3.027 0.101
C 2.711 1.929 1.111 -0.195
C 2.397 2.646 2.319 -0.193
H 2.732 3.654 2.566 0.110
H 1.503 1.951 4.262 0.101
H 2.452 -0.254 0.581 0.110
H 3.310 2.319 0.284 0.103
Ti 0.483 1.956 1.335 0.670
C -0.492 0.947 -0.229 -0.374
H 0.300 0.868 -0.983 -0.033
H -1.417 1.398 -0.587 -0.004
H -0.596 0.143 0.536 -0.032
Si -0.651 -1.450 -1.348 0.696
C -1.484 -3.132 -1.269 -0.330
C -0.641 -4.075 -0.650 -0.142
H 0.405 -3.827 -0.464 0.093
C -1.125 -5.328 -0.260 -0.095
H -0.478 -5.988 0.315 0.097
C -2.415 -5.721 -0.630 -0.103
H -2.791 -6.702 -0.326 0.098
C -3.187 -4.864 -1.426 -0.102
H -4.159 -5.206 -1.784 0.095
C -2.729 -3.577 -1.757 -0.094
H -3.327 -2.932 -2.406 0.101
C 0.510 -1.425 -2.830 -0.282
C 0.743 -2.631 -3.515 -0.102
H 0.095 -3.497 -3.346 0.096
C 1.825 -2.741 -4.396 -0.093
H 2.018 -3.695 -4.886 0.098
C 2.654 -1.639 -4.640 -0.098
H 3.518 -1.742 -5.300 0.098
C 2.352 -0.409 -4.045 -0.095
H 2.969 0.459 -4.264 0.098
C 1.267 -0.288 -3.177 -0.103
H 1.023 0.690 -2.766 0.088
H 0.271 -1.495 -0.212 0.004
H -1.743 -0.391 -1.358 -0.004
C -1.498 6.152 3.414 -0.004
O -0.903 5.627 2.186 0.044
C -0.724 4.345 2.086 -0.515
O 0.002 3.858 1.144 -0.043
N -1.210 3.535 3.034 0.063
N -1.079 2.107 2.760 0.003
H -2.482 5.720 3.630 0.092
H -1.628 7.206 3.199 0.100
H -0.821 6.018 4.260 0.108
H -1.969 3.841 3.656 0.145
H -0.868 1.624 3.638 0.117
H -1.982 1.703 2.463 0.130
```

total energy	-2176.4777	hartree
ΔE to the lowest compared entry with this formula, charge and spin	127.57	kJ/mol
gap between HOMO and LUMO (alpha / beta)	4.2 / 5.9	eV
HOMO level (alpha / beta)	-4.61 / -6.39	eV
strongest force on any atom	0.0889	hartree/bohr
spin multiplicity	3
expectation value of S²	2.01

=====

Record 3
The following is a DFT calculation (ωB97M-V/def2-TZVPD) of one molecule with the formula C20H26N2O4.

```
52
Properties=species:S:1:pos:R:3:lowdin_charge:R:1
C -5.073 -0.857 -4.778 -0.061
C -5.301 0.271 -3.892 -0.425
O -6.467 0.501 -3.580 0.055
C -4.020 0.897 -3.298 -0.149
C -4.025 2.027 -2.465 -0.073
C -3.077 2.641 -1.720 -0.066
C -1.778 2.332 -1.921 -0.320
N -0.677 2.876 -1.696 -0.086
C -0.680 3.364 -0.297 -0.140
H -1.761 3.660 0.068 0.128
C -0.135 2.247 0.705 -0.030
N 1.380 2.088 0.194 -0.147
C 1.474 1.836 -1.219 -0.091
H 2.276 1.525 -1.442 0.026
C 0.701 2.683 -2.136 -0.073
H 0.621 2.422 -2.943 -0.021
H 1.173 3.839 -1.944 0.207
H 0.824 0.782 -1.102 0.199
C 2.103 1.518 1.014 -0.333
H 3.126 1.622 0.840 0.114
C 1.979 0.045 1.388 -0.553
O 2.256 -0.771 0.518 0.074
H 2.259 -1.683 0.667 0.100
C 2.534 -0.382 2.866 -0.028
O 2.454 -1.964 2.633 -0.115
C 3.040 -2.303 3.861 -0.322
C 2.945 -3.632 3.948 -0.078
C 3.179 -4.913 3.045 0.013
C 2.702 -5.957 3.741 -0.146
C 1.932 -5.553 4.730 -0.302
O 2.017 -4.402 4.849 0.084
H 1.485 -6.225 5.307 0.104
H 2.763 -6.980 3.191 0.145
H 4.005 -4.590 2.264 0.147
H 2.795 -1.843 4.899 0.187
H 4.017 -2.255 3.809 0.083
H 3.781 -0.201 2.453 0.204
H 2.077 0.240 3.776 0.160
H 0.794 -0.100 1.605 0.163
H 2.097 1.995 2.219 0.187
H -0.128 2.979 1.766 0.183
H -0.727 1.442 0.932 0.061
H -0.142 4.385 -0.146 0.141
C -1.543 1.257 -2.952 0.076
C -2.638 0.371 -3.558 0.070
H -2.569 -0.203 -4.345 0.017
H -0.659 0.961 -3.291 0.031
H -3.341 3.606 -1.184 0.134
H -5.213 2.112 -2.209 0.166
H -5.943 -1.384 -5.026 0.053
H -4.440 -1.763 -4.423 0.120
H -4.451 -0.560 -5.723 0.126
```

total energy	-1187.4156	hartree
ΔE to the lowest compared entry with this formula, charge and spin	2224.09	kJ/mol
gap between HOMO and LUMO	8.1	eV
HOMO level	-7.60	eV
strongest force on any atom	0.3559	hartree/bohr
spin multiplicity	1

=====

Record 4
The following is a DFT calculation (ωB97M-V/def2-TZVPD) of one molecule with the formula C20H26N2O6.

```
54
Properties=species:S:1:pos:R:3:lowdin_charge:R:1
C 2.566 3.654 -2.662 -0.054
C 1.895 2.303 -2.867 -0.194
H 0.933 2.404 -3.375 0.118
H 2.549 1.639 -3.441 0.127
O 1.585 1.671 -1.620 -0.015
C 2.601 1.089 -0.983 -0.430
O 3.725 1.051 -1.401 0.138
C 2.145 0.383 0.304 -0.358
N 1.393 -0.785 -0.145 0.098
H 1.521 -1.545 0.515 0.113
C -0.013 -0.421 -0.195 -0.207
C -0.942 -1.597 -0.122 -0.102
C -1.903 -1.785 -1.104 -0.007
C -2.788 -2.841 -1.062 0.000
C -2.726 -3.753 -0.012 -0.268
C -1.772 -3.584 0.986 0.048
C -0.889 -2.513 0.937 -0.202
O 0.066 -2.289 1.896 -0.111
C 0.172 -3.179 2.980 -0.070
H -0.746 -3.201 3.576 0.100
H 0.987 -2.798 3.595 0.095
H 0.418 -4.192 2.648 0.100
H -1.720 -4.283 1.803 0.092
O -3.630 -4.768 -0.046 -0.076
C -3.629 -5.719 0.989 -0.087
H -4.430 -6.416 0.749 0.094
H -3.835 -5.258 1.961 0.096
H -2.681 -6.264 1.036 0.096
H -3.534 -2.980 -1.826 0.118
H -1.959 -1.080 -1.919 0.121
H -0.181 0.105 -1.142 0.148
C -0.219 0.599 0.972 -0.077
C -1.138 1.725 0.577 -0.375
O -2.330 1.687 0.416 0.126
N -0.364 2.857 0.417 0.052
C 0.971 2.674 0.704 -0.383
O 1.805 3.540 0.655 0.121
C 1.152 1.238 1.154 -0.061
H 1.490 1.249 2.193 0.166
C -0.917 4.130 -0.004 -0.158
C -1.355 4.099 -1.462 -0.052
H -2.134 3.353 -1.598 0.073
H -0.515 3.856 -2.105 0.057
H -1.748 5.071 -1.747 0.078
H -0.135 4.877 0.156 0.122
H -1.774 4.353 0.637 0.129
H -0.592 0.079 1.854 0.159
C 3.378 -0.022 1.099 0.000
H 3.087 -0.590 1.980 0.087
H 4.027 -0.631 0.476 0.091
H 3.929 0.864 1.405 0.100
H 1.978 4.272 -1.988 0.066
H 3.550 3.513 -2.224 0.079
H 2.670 4.158 -3.618 0.079
```

total energy	-1338.7186	hartree
ΔE to the lowest compared entry with this formula, charge and spin	82.16	kJ/mol
gap between HOMO and LUMO	8.8	eV
HOMO level	-8.35	eV
strongest force on any atom	0.0112	hartree/bohr
spin multiplicity	1

=====

Copy entry 4 word for word.
The following is a DFT calculation (ωB97M-V/def2-TZVPD) of one molecule with the formula C20H26N2O6.

```
54
Properties=species:S:1:pos:R:3:lowdin_charge:R:1
C 2.566 3.654 -2.662 -0.054
C 1.895 2.303 -2.867 -0.194
H 0.933 2.404 -3.375 0.118
H 2.549 1.639 -3.441 0.127
O 1.585 1.671 -1.620 -0.015
C 2.601 1.089 -0.983 -0.430
O 3.725 1.051 -1.401 0.138
C 2.145 0.383 0.304 -0.358
N 1.393 -0.785 -0.145 0.098
H 1.521 -1.545 0.515 0.113
C -0.013 -0.421 -0.195 -0.207
C -0.942 -1.597 -0.122 -0.102
C -1.903 -1.785 -1.104 -0.007
C -2.788 -2.841 -1.062 0.000
C -2.726 -3.753 -0.012 -0.268
C -1.772 -3.584 0.986 0.048
C -0.889 -2.513 0.937 -0.202
O 0.066 -2.289 1.896 -0.111
C 0.172 -3.179 2.980 -0.070
H -0.746 -3.201 3.576 0.100
H 0.987 -2.798 3.595 0.095
H 0.418 -4.192 2.648 0.100
H -1.720 -4.283 1.803 0.092
O -3.630 -4.768 -0.046 -0.076
C -3.629 -5.719 0.989 -0.087
H -4.430 -6.416 0.749 0.094
H -3.835 -5.258 1.961 0.096
H -2.681 -6.264 1.036 0.096
H -3.534 -2.980 -1.826 0.118
H -1.959 -1.080 -1.919 0.121
H -0.181 0.105 -1.142 0.148
C -0.219 0.599 0.972 -0.077
C -1.138 1.725 0.577 -0.375
O -2.330 1.687 0.416 0.126
N -0.364 2.857 0.417 0.052
C 0.971 2.674 0.704 -0.383
O 1.805 3.540 0.655 0.121
C 1.152 1.238 1.154 -0.061
H 1.490 1.249 2.193 0.166
C -0.917 4.130 -0.004 -0.158
C -1.355 4.099 -1.462 -0.052
H -2.134 3.353 -1.598 0.073
H -0.515 3.856 -2.105 0.057
H -1.748 5.071 -1.747 0.078
H -0.135 4.877 0.156 0.122
H -1.774 4.353 0.637 0.129
H -0.592 0.079 1.854 0.159
C 3.378 -0.022 1.099 0.000
H 3.087 -0.590 1.980 0.087
H 4.027 -0.631 0.476 0.091
H 3.929 0.864 1.405 0.100
H 1.978 4.272 -1.988 0.066
H 3.550 3.513 -2.224 0.079
H 2.670 4.158 -3.618 0.079
```

total energy	-1338.7186	hartree
ΔE to the lowest compared entry with this formula, charge and spin	82.16	kJ/mol
gap between HOMO and LUMO	8.8	eV
HOMO level	-8.35	eV
strongest force on any atom	0.0112	hartree/bohr
spin multiplicity	1

=====

Question: Which of these has the highest ΔE to the lowest compared entry with this formula, charge and spin?
Answer: C20H26N2O4

=====

Question: strongest force on any atom of number 3 (C20H26N2O4)?
Answer: 0.3559 hartree/bohr